[1]
The following is a DFT calculation (wB97M-V/def2-TZVPD) of a 3-piece molecular cluster, C47H80N12O4P2 overall in a non-equilibrium geometry.

```
! RIJCOSX wB97M-V def2-TZVPD def2/J DEFGRID3
* xyz 0 1
C 5.751 0.510 -2.157
C 4.983 1.619 -1.256
C 5.342 3.145 -1.685
C 5.092 4.078 -0.415
C 6.218 4.275 0.650
C 6.085 5.166 1.925
C 4.738 5.920 2.146
C 3.641 5.728 1.073
C 3.756 4.831 -0.195
C 2.492 4.771 -1.193
O 2.636 4.694 -2.441
C 1.058 4.866 -0.456
C -0.204 4.094 -0.903
C -0.165 3.101 -2.180
C -0.705 3.895 -3.470
C -2.307 3.920 -3.542
C -2.944 2.651 -4.327
N -4.152 2.088 -3.643
C -3.795 1.389 -2.387
N -4.299 1.870 -1.256
N -2.924 0.183 -2.325
C -1.549 4.268 -0.096
C -1.689 5.153 1.162
C -3.018 5.378 2.018
C -4.251 4.428 1.618
C -4.372 3.085 2.507
C -4.817 3.368 4.033
N -5.282 2.162 4.783
C -4.414 0.993 4.604
N -4.598 0.099 3.635
N -3.317 0.797 5.602
C -0.388 5.913 1.652
C -0.390 6.821 2.971
C 0.338 5.924 4.140
C 0.369 4.348 3.775
C 1.689 3.650 3.267
C 1.769 2.161 2.862
C 0.515 1.230 2.931
C -0.802 1.894 3.482
C -0.873 3.409 3.893
C 0.939 5.777 0.831
C 2.269 6.532 1.266
O 2.349 7.709 1.707
H 6.528 0.950 -2.867
H 4.999 -0.173 -2.693
H 6.334 -0.184 -1.437
H 5.389 1.488 -0.179
H 3.859 1.418 -1.189
H 6.487 3.141 -1.860
H 4.819 3.485 -2.640
H 7.228 3.738 0.516
H 6.904 5.311 2.705
H 4.498 6.599 3.029
H 0.903 2.695 -2.366
H -0.849 2.187 -1.984
H -0.323 4.984 -3.369
H -0.266 3.478 -4.456
H -2.834 3.960 -2.527
H -2.601 4.869 -4.115
H -2.170 1.850 -4.599
H -3.319 3.076 -5.338
H -4.524 1.348 -4.266
H -4.004 1.295 -0.451
H -2.168 0.355 -3.009
H -2.475 0.107 -1.395
H -2.486 3.704 -0.453
H -3.362 6.463 1.796
H -2.765 5.371 3.141
H -4.297 4.218 0.484
H -5.215 5.032 1.843
H -5.243 2.480 2.037
H -3.453 2.396 2.417
H -5.727 4.083 3.965
H -4.017 3.936 4.619
H -6.273 1.948 4.618
H -3.894 -0.656 3.709
H -2.668 0.061 5.257
H -2.722 1.653 5.633
H -1.436 7.049 3.376
H 0.150 7.818 2.856
H 1.453 6.227 4.222
H -0.107 6.114 5.179
H 2.648 4.276 3.181
H 2.749 1.712 2.486
H 0.547 0.135 2.604
H -1.708 1.200 3.534
H -1.881 3.771 4.276
O -0.299 -1.359 -3.196
P 0.731 -2.492 -3.010
N 2.031 -1.490 -3.517
C 3.143 -1.802 -4.392
C 2.429 -0.466 -2.552
N 0.076 -3.405 -4.320
C 0.381 -3.075 -5.704
C -1.367 -3.641 -4.207
N 1.891 -3.805 -2.747
C 2.699 -3.749 -1.534
C 2.157 -4.968 -3.570
H 3.851 -2.513 -3.953
H 3.715 -0.898 -4.635
H 2.822 -2.180 -5.359
H 3.174 -0.852 -1.846
H 1.573 -0.112 -1.971
H 2.845 0.414 -3.054
H 0.273 -2.002 -5.910
H -0.262 -3.623 -6.401
H 1.386 -3.403 -5.963
H -1.950 -2.768 -4.521
H -1.639 -3.878 -3.174
H -1.668 -4.496 -4.819
H 3.732 -3.465 -1.763
H 2.704 -4.707 -1.007
H 2.297 -3.012 -0.832
H 2.684 -4.692 -4.488
H 1.246 -5.510 -3.825
H 2.791 -5.695 -3.051
O 0.473 -6.070 -0.029
P -0.170 -6.526 1.295
N 0.032 -8.187 0.910
C -0.887 -9.290 1.094
C 1.412 -8.670 0.984
N -1.719 -5.941 0.824
C -2.570 -6.693 -0.087
C -1.711 -4.536 0.403
N -0.875 -6.985 2.852
C 0.047 -7.403 3.899
C -2.266 -6.993 3.261
H -1.050 -9.545 2.147
H -0.513 -10.197 0.606
H -1.852 -9.115 0.625
H 1.660 -9.009 1.996
H 2.123 -7.887 0.711
H 1.580 -9.496 0.287
H -2.023 -7.048 -0.970
H -3.421 -6.097 -0.429
H -3.031 -7.535 0.427
H -1.350 -4.417 -0.625
H -1.070 -3.940 1.060
H -2.716 -4.110 0.468
H 0.001 -8.486 4.053
H -0.165 -6.903 4.848
H 1.078 -7.145 3.637
H -2.817 -7.804 2.779
H -2.762 -6.044 3.052
H -2.369 -7.142 4.342
*
```

Values from the calculation:
* HOMO: -7.90 eV
* gap between HOMO and LUMO: 6.74 eV
* structure (SMILES): [H]/N=C(\N)NCCCCc1cc(CCCCN/C(N)=N/[H])c2c(c1CCc1ccccc1)C(=O)c1cccc(CCC)c1C2=O.CN(C)P(=O)(N(C)C)N(C)C.CN(C)P(=O)(N(C)C)N(C)C

These are the Mulliken partial charges, in e, on atoms 1 to 99: -0.722, 0.001, -0.858, 0.305, -0.445, -0.668, -0.373, 0.059, 0.431, 0.146, -0.574, 0.648, 0.201, 0.225, -0.780, -0.278, -0.444, -0.386, 0.237, -0.528, -0.384, 0.488, 0.726, -0.229, -1.069, 0.188, -0.763, -0.277, 0.218, -0.587, -0.606, -0.879, -1.125, -0.722, 0.324, -0.408, -0.493, -0.889, -0.122, 0.107, 0.275, -0.170, -0.580, 0.354, -0.024, 0.247, 0.348, 0.096, 0.453, 0.285, 0.270, 0.333, 0.369, -0.158, 0.081, 0.341, 0.383, 0.050, 0.437, 0.153, 0.315, 0.339, 0.182, 0.088, 0.244, -0.587, 0.420, 0.095, 0.402, 0.410, 0.428, -0.146, 0.450, 0.148, 0.374, 0.253, 0.348, 0.271, 0.289, 0.436, 0.180, 0.431, 0.315, 0.347, 0.381, 0.231, 0.189, -0.871, 1.033, 0.220, -1.039, -1.670, 0.331, -1.101, -0.862, 0.236, -1.175, -1.063, 0.254

[2]
The following is a DFT calculation (wB97M-V/def2-TZVPD) of a 13-piece molecular cluster, C47H85FN3O14S overall in a non-equilibrium geometry.

```
! RIJCOSX wB97M-V def2-TZVPD def2/J DEFGRID3
* xyz 1 1
N 0.757 0.863 -0.874
C 0.760 0.748 0.436
O 0.631 1.166 1.866
N -0.640 0.925 2.305
C -1.765 1.583 1.538
C -3.333 1.356 1.983
C -3.604 0.415 3.337
C -5.201 0.235 3.750
C -5.666 1.706 4.367
F -6.549 1.563 5.549
C -2.343 -0.250 4.177
C -2.573 -1.144 5.540
C -1.693 -0.524 6.775
C -2.460 -0.452 8.220
N -1.600 -0.805 9.452
O -3.725 -0.081 8.432
C -0.824 0.049 3.552
S 0.770 -0.646 4.301
H -1.565 2.283 0.595
H -4.220 1.839 1.390
H -5.403 -0.656 4.482
H -5.805 -0.004 2.750
H -4.663 2.255 4.703
H -6.121 2.329 3.486
H -3.722 -1.013 5.832
H -2.434 -2.312 5.377
H -0.755 -1.249 6.913
H -1.220 0.513 6.433
H -1.301 0.084 9.941
H -0.676 -1.220 9.126
H 1.397 0.397 5.056
C 5.006 -1.135 5.581
C 4.122 -2.294 5.958
O 3.047 -2.117 6.530
C 4.602 -3.677 5.607
H 4.532 -0.200 5.896
H 5.972 -1.226 6.086
H 5.144 -1.110 4.497
H 5.549 -3.880 6.113
H 4.722 -3.765 4.524
H 3.862 -4.413 5.939
C 1.356 6.049 3.957
C 1.568 4.564 4.084
O 1.375 3.981 5.149
C 2.024 3.821 2.857
H 1.028 6.453 4.921
H 2.294 6.535 3.676
H 0.584 6.252 3.211
H 2.992 4.208 2.527
H 1.282 3.925 2.062
H 2.135 2.758 3.097
C 4.149 -2.893 -1.810
C 4.203 -2.328 -0.415
O 5.006 -2.752 0.414
C 3.236 -1.226 -0.075
H 4.902 -3.681 -1.912
H 3.163 -3.326 -1.998
H 4.364 -2.106 -2.538
H 2.210 -1.584 -0.186
H 3.411 -0.365 -0.726
H 3.389 -0.916 0.964
C -4.296 -5.173 11.829
C -4.269 -4.362 10.561
O -4.467 -4.884 9.465
C -3.992 -2.888 10.686
H -4.507 -6.220 11.585
H -3.324 -5.119 12.325
H -5.082 -4.802 12.490
H -3.006 -2.732 11.131
H -4.765 -2.415 11.297
H -4.004 -2.431 9.690
C -7.254 -0.681 -1.578
C -7.200 -0.117 -0.184
O -6.397 -0.541 0.646
C -8.167 0.986 0.156
H -6.500 -1.469 -1.680
H -8.240 -1.114 -1.766
H -7.039 0.105 -2.306
H -9.193 0.627 0.046
H -7.992 1.847 -0.494
H -8.013 1.295 1.196
C 3.061 -1.348 -5.607
C 3.272 -2.833 -5.480
O 3.079 -3.417 -4.414
C 3.729 -3.577 -6.707
H 2.732 -0.945 -4.643
H 3.999 -0.862 -5.888
H 2.288 -1.146 -6.353
H 4.696 -3.190 -7.037
H 2.986 -3.473 -7.502
H 3.839 -4.640 -6.467
C 2.825 -0.645 -11.134
C 2.485 -0.434 -9.683
O 2.924 -1.180 -8.810
C 1.587 0.726 -9.342
H 3.480 -1.517 -11.231
H 1.912 -0.828 -11.707
H 3.350 0.231 -11.524
H 0.620 0.603 -9.835
H 2.057 1.663 -9.652
H 1.428 0.755 -8.259
C 7.774 0.521 8.548
C 7.801 1.332 7.280
O 7.604 0.810 6.184
C 8.078 2.806 7.405
H 7.563 -0.525 8.305
H 8.747 0.576 9.044
H 6.988 0.892 9.210
H 9.064 2.963 7.850
H 7.305 3.279 8.016
H 8.067 3.263 6.410
C -0.300 4.165 -12.356
C -0.098 3.652 -10.955
O -0.298 2.472 -10.673
C 0.360 4.638 -9.914
H -0.630 3.343 -13.000
H -1.068 4.942 -12.359
H 0.641 4.559 -12.747
H -0.379 5.436 -9.809
H 1.331 5.053 -10.196
H 0.463 4.127 -8.951
C -9.530 0.201 -6.127
C -8.926 -0.838 -5.219
O -9.396 -1.063 -4.105
C -7.726 -1.590 -5.728
H -10.389 0.663 -5.629
H -8.792 0.977 -6.345
H -9.873 -0.269 -7.052
H -6.908 -0.894 -5.928
H -7.989 -2.140 -6.635
H -7.398 -2.307 -4.967
C 2.469 7.134 -0.401
C 1.227 7.648 0.276
O 0.787 7.114 1.293
C 0.544 8.840 -0.338
H 2.854 6.271 0.152
H 2.233 6.819 -1.421
H 3.236 7.913 -0.412
H 0.222 8.601 -1.355
H 1.225 9.695 -0.346
H -0.337 9.100 0.257
C 2.017 -7.933 -8.508
C 3.206 -7.286 -7.848
O 3.794 -6.344 -8.376
C 3.646 -7.836 -6.518
H 1.814 -7.432 -9.461
H 2.229 -8.987 -8.704
H 1.137 -7.835 -7.867
H 3.931 -8.886 -6.626
H 2.839 -7.734 -5.788
H 4.514 -7.272 -6.162
*
```

Values from the calculation:
* HOMO: -10.39 eV
* gap between HOMO and LUMO: 5.53 eV

These are the Mulliken partial charges, in e, on atoms 1 to 99: -0.380, 0.392, 0.093, 0.359, -0.241, -0.485, 0.027, -0.190, -0.171, -0.317, 0.173, -0.526, -0.320, 0.378, -0.489, -0.532, -0.047, -0.074, 0.378, 0.286, 0.364, -0.060, 0.263, 0.243, 0.240, 0.377, 0.195, 0.277, 0.304, 0.264, 0.270, -0.922, 0.883, -0.595, -1.144, 0.212, 0.293, 0.316, 0.342, 0.314, 0.307, -0.958, 0.762, -0.603, -0.757, 0.332, 0.298, 0.255, 0.436, 0.203, 0.093, -0.892, 0.562, -0.604, -0.878, 0.292, 0.322, 0.211, 0.335, 0.367, 0.252, -1.080, 0.814, -0.579, -0.794, 0.302, 0.310, 0.309, 0.325, 0.338, 0.023, -1.053, 0.753, -0.570, -1.077, 0.322, 0.329, 0.322, 0.370, 0.330, 0.210, -0.908, 0.724, -0.560, -0.680, 0.281, 0.316, 0.208, 0.346, 0.256, 0.010, -1.136, 0.695, -0.460, -0.844, 0.312, 0.324, 0.319, 0.355

The highest HOMO belongs to which entry?
C47H80N12O4P2

Which of these has the lowest HOMO?
C47H85FN3O14S

Which of these has the lowest gap between HOMO and LUMO?
C47H85FN3O14S

Among the records above, which one has the lowest HOMO?
C47H85FN3O14S